{
  "formula": "C38H39FeN6OPS",
  "method": "ωB97M-V/def2-TZVPD",
  "s_squared": 8.776,
  "de_lowest_kj_mol": 7.20,
  "e_lumo_ev": [-7.09, -10.42],
  "total_energy_ev": -105517.8234,
  "charge": 3,
  "max_force_ha_per_bohr": 0.0113,
  "spin_multiplicity": 6,
  "e_homo_ev": [-15.8, -15.8],
  "elements": ["Fe", "C", "N", "C", "C", "N", "C", "C", "C", "C", "C", "C", "N", "C", "N", "C", "C", "C", "C", "C", "C", "N", "H", "H", "H", "H", "H", "H", "H", "H", "H", "H", "H", "H", "H", "H", "H", "N", "C", "C", "C", "C", "C", "C", "P", "C", "C", "C", "C", "C", "C", "C", "C", "C", "C", "C", "C", "H", "H", "H", "H", "H", "H", "H", "H", "H", "H", "H", "H", "H", "H", "H", "H", "O", "S", "C", "C", "C", "C", "H", "H", "H", "H", "H", "H", "H", "H"],
  "positions_angstrom": [[0.3291, 0.0563, -0.1443], [-1.4144, -2.0999, -1.5669], [-1.2491, -1.7039, -0.1510], [-0.7575, -2.8123, 0.7075], [0.5596, -2.4868, 1.3441], [1.1735, -1.3388, 1.1833], [2.3399, -1.4079, 1.9487], [3.3634, -0.4790, 2.1289], [4.4023, -0.8392, 2.9639], [4.4326, -2.0917, 3.5980], [3.4308, -3.0240, 3.4155], [2.3867, -2.6502, 2.5783], [1.2345, -3.3138, 2.1625], [-0.0695, -2.0438, -2.2197], [0.8492, -1.2268, -1.7654], [1.9777, -1.4296, -2.5571], [3.2582, -0.8860, -2.4653], [4.1899, -1.3120, -3.3891], [3.8648, -2.2552, -4.3802], [2.6072, -2.8167, -4.4662], [1.6762, -2.3874, -3.5255], [0.3569, -2.7614, -3.2755], [-2.0883, -1.3849, -2.0454], [-1.8670, -3.0896, -1.6689], [-2.1575, -1.4245, 0.1972], [-0.6661, -3.7305, 0.1222], [-1.4880, -3.0170, 1.4928], [3.3653, 0.4781, 1.6188], [5.2186, -0.1496, 3.1293], [5.2673, -2.3333, 4.2411], [3.4642, -3.9906, 3.8992], [0.9540, -4.2431, 2.4346], [3.5116, -0.1771, -1.6870], [5.1995, -0.9257, -3.3490], [4.6274, -2.5609, -5.0831], [2.3705, -3.5590, -5.2162], [-0.1699, -3.4615, -3.7743], [0.2691, 1.4090, 1.6674], [-0.8120, 1.7754, 2.5603], [-0.5802, 1.7465, 3.9275], [-1.5839, 2.0844, 4.8238], [-2.8373, 2.4632, 4.3637], [-3.0846, 2.4839, 3.0042], [-2.0760, 2.1430, 2.0910], [-2.5097, 2.1884, 0.3586], [-1.9610, 3.6441, -0.4647], [-1.0449, 4.5068, 0.1572], [-0.6125, 5.6396, -0.5059], [-1.0847, 5.9187, -1.7863], [-1.9804, 5.0590, -2.4158], [-2.4075, 3.9148, -1.7697], [-4.2435, 1.8944, 0.1200], [-5.1101, 2.9263, -0.2645], [-6.4685, 2.6752, -0.3571], [-6.9653, 1.4081, -0.0779], [-6.1093, 0.3804, 0.3069], [-4.7532, 0.6221, 0.4074], [0.6760, 2.2464, 1.2486], [1.0010, 1.0002, 2.2459], [0.3990, 1.4662, 4.2989], [-1.3817, 2.0556, 5.8861], [-3.6192, 2.7340, 5.0593], [-4.0668, 2.7601, 2.6428], [-0.7227, 4.3195, 1.1752], [0.0661, 6.3266, -0.0185], [-0.7615, 6.8196, -2.2914], [-2.3481, 5.2905, -3.4064], [-3.0989, 3.2408, -2.2611], [-4.7320, 3.9200, -0.4645], [-7.1425, 3.4726, -0.6388], [-8.0283, 1.2212, -0.1514], [-6.5076, -0.5993, 0.5320], [-4.0848, -0.1691, 0.7277], [0.8873, 1.6286, -1.2269], [0.8263, 2.7111, -2.3225], [2.5570, 3.1321, -2.6666], [2.7282, 3.0294, -4.1792], [1.9610, 1.7808, -4.6071], [0.6015, 1.8625, -3.9163], [3.1357, 2.3752, -2.1339], [2.7638, 4.1156, -2.2495], [3.7864, 2.9703, -4.4302], [2.3294, 3.9191, -4.6703], [2.4915, 0.8829, -4.2899], [1.8346, 1.7325, -5.6875], [0.1331, 0.9033, -3.6944], [-0.1066, 2.4801, -4.4715]],
  "forces_ev_per_a": [[0.257, -0.521, -0.027], [-0.043, -0.009, -0.014], [-0.019, 0.038, 0.042], [-0.014, 0.000, 0.005], [-0.043, 0.028, -0.009], [-0.066, 0.103, 0.031], [0.016, -0.010, -0.007], [0.002, 0.002, 0.001], [-0.005, 0.006, -0.003], [-0.003, -0.005, 0.003], [-0.001, 0.003, -0.002], [0.007, -0.009, -0.002], [-0.017, 0.011, 0.002], [-0.005, 0.013, 0.015], [-0.026, 0.074, -0.026], [0.008, -0.004, -0.003], [-0.012, -0.007, -0.002], [0.002, -0.002, 0.007], [0.001, -0.001, -0.004], [-0.003, 0.000, 0.005], [0.014, 0.001, -0.017], [-0.018, 0.009, 0.020], [-0.008, -0.009, 0.003], [0.014, -0.007, 0.004], [-0.005, 0.031, -0.017], [0.021, 0.006, -0.007], [0.000, -0.019, -0.004], [-0.006, -0.002, -0.004], [0.000, -0.002, 0.000], [0.000, -0.001, -0.001], [0.002, 0.000, 0.001], [0.005, -0.002, -0.002], [-0.002, -0.001, -0.003], [-0.001, 0.001, 0.000], [0.000, 0.000, 0.001], [-0.001, 0.001, -0.001], [0.003, 0.001, -0.006], [-0.153, 0.264, -0.124], [0.140, -0.111, 0.138], [0.011, -0.006, -0.056], [-0.037, 0.009, 0.010], [0.016, -0.009, 0.011], [-0.035, -0.049, 0.045], [-0.104, -0.034, -0.127], [-0.072, -0.025, 0.025], [0.153, 0.090, -0.069], [-0.057, -0.032, 0.022], [-0.017, 0.038, -0.046], [-0.011, 0.009, 0.012], [0.027, 0.043, 0.011], [0.035, -0.071, 0.017], [0.052, 0.087, 0.068], [-0.018, 0.013, -0.078], [0.019, 0.014, -0.007], [-0.011, 0.007, -0.001], [0.019, -0.008, 0.008], [0.010, -0.057, 0.023], [-0.044, 0.030, 0.021], [0.070, -0.009, -0.071], [-0.001, -0.002, -0.001], [0.003, 0.001, 0.000], [0.001, 0.002, 0.000], [0.014, 0.012, 0.000], [-0.003, 0.008, 0.002], [0.001, -0.005, 0.007], [0.000, -0.001, 0.001], [-0.006, -0.004, -0.002], [-0.004, 0.001, -0.009], [-0.012, -0.006, 0.019], [-0.001, 0.000, 0.005], [0.000, -0.003, -0.003], [0.008, -0.003, 0.003], [-0.016, -0.017, 0.034], [-0.023, 0.154, 0.137], [-0.004, -0.060, 0.022], [-0.007, 0.014, -0.014], [0.015, 0.001, 0.005], [-0.011, 0.004, -0.013], [-0.003, 0.007, 0.004], [-0.010, -0.008, 0.000], [0.016, -0.005, 0.000], [-0.001, 0.008, -0.006], [-0.009, -0.004, 0.000], [-0.002, 0.006, 0.007], [0.006, -0.012, -0.001], [-0.002, -0.003, -0.002], [0.007, 0.006, -0.003]]
}

{
  "formula": "C21H20BrCoN6O4PSe",
  "method": "ωB97M-V/def2-TZVPD",
  "s_squared": 6.029,
  "de_lowest_kj_mol": 0.00,
  "e_lumo_ev": [-8.07, -11.88],
  "total_energy_ev": -221515.2050,
  "charge": 3,
  "max_force_ha_per_bohr": 0.0412,
  "spin_multiplicity": 5,
  "e_homo_ev": [-15.6, -15.7],
  "elements": ["Co", "Se", "N", "C", "C", "C", "C", "C", "N", "C", "C", "N", "C", "C", "C", "C", "C", "N", "H", "H", "H", "H", "H", "H", "N", "C", "P", "O", "O", "C", "N", "H", "H", "H", "H", "H", "H", "H", "H", "H", "H", "Br", "C", "C", "C", "C", "C", "C", "C", "O", "O", "H", "H", "H", "H"],
  "positions_angstrom": [[0.3161, 0.2963, -0.3112], [5.5250, 5.8093, -0.1937], [5.6098, 4.0878, -0.5350], [4.4248, 3.5739, -0.3307], [4.0947, 2.1798, -0.5332], [5.0387, 1.2055, -0.8740], [4.6223, -0.0963, -1.0575], [3.2701, -0.3939, -0.9295], [2.3648, 0.5165, -0.5878], [2.7604, 1.7888, -0.3688], [1.7446, 2.7328, 0.0832], [0.4939, 2.2522, 0.2643], [-0.4454, 3.0526, 0.7608], [-0.1977, 4.3809, 1.0885], [1.0638, 4.8965, 0.8844], [2.0625, 4.0658, 0.3631], [3.4157, 4.5094, 0.1051], [3.8222, 5.7453, 0.2332], [6.0750, 1.4988, -0.9812], [5.3258, -0.8740, -1.3185], [2.9032, -1.3980, -1.1066], [-1.4297, 2.6236, 0.8999], [-0.9883, 4.9909, 1.5013], [1.3080, 5.9242, 1.1202], [-3.7120, 0.3979, -3.8079], [-2.5807, -0.5857, -3.8726], [-2.1253, -0.9310, -2.0893], [-3.2704, -0.3619, -1.3172], [-0.7456, -0.3327, -1.8403], [-2.1299, -2.7569, -1.7990], [-2.5676, -2.9436, -0.3918], [-4.5370, 0.1067, -4.3320], [-3.4451, 1.3274, -4.1286], [-3.9690, 0.4440, -2.7832], [-1.7301, -0.1757, -4.4099], [-2.9030, -1.4898, -4.3846], [-1.1476, -3.1931, -1.9679], [-2.8428, -3.2322, -2.4719], [-1.7223, -2.9721, 0.2970], [-3.0654, -3.8231, -0.2539], [-3.1858, -2.1683, -0.1237], [5.1237, -1.8382, 5.6913], [3.7699, -1.8941, 4.4201], [2.9601, -0.7509, 4.2325], [1.9615, -0.8056, 3.2965], [1.7445, -1.9864, 2.5584], [2.5525, -3.1195, 2.7588], [3.5664, -3.0807, 3.6814], [0.6401, -2.0351, 1.5407], [0.2206, -3.1381, 1.1766], [0.1850, -0.9140, 1.1304], [3.1206, 0.1444, 4.8172], [1.3158, 0.0467, 3.1385], [2.3663, -4.0229, 2.1941], [4.2011, -3.9419, 3.8424]],
  "forces_ev_per_a": [[0.464, 0.358, -0.425], [0.184, 0.200, 0.001], [0.260, -0.523, -0.144], [-0.212, 0.588, 0.147], [-0.264, -0.292, 0.032], [-0.108, 0.046, 0.031], [0.060, 0.060, -0.069], [0.022, -0.067, 0.011], [-0.136, 0.062, -0.099], [0.442, -0.151, -0.158], [-0.186, 0.389, 0.155], [-0.139, -0.087, 0.016], [-0.041, 0.119, -0.053], [0.023, 0.049, 0.058], [0.056, -0.089, -0.090], [-0.263, -0.283, -0.009], [0.601, -0.148, -0.171], [-0.524, 0.221, 0.215], [0.010, -0.032, -0.032], [-0.028, -0.014, -0.020], [0.009, 0.007, -0.003], [0.007, -0.016, -0.009], [-0.021, -0.019, -0.014], [-0.029, 0.015, -0.010], [-0.117, -0.058, 0.470], [0.315, -0.433, 0.297], [0.633, 0.965, -0.198], [-0.261, -0.311, 0.156], [-0.397, -0.579, -0.197], [0.237, 0.426, -0.445], [1.444, -0.403, 1.493], [0.025, -0.027, -0.125], [0.011, 0.052, -0.044], [-0.011, 0.067, -0.282], [-0.073, 0.118, -0.025], [-0.099, 0.060, -0.055], [-0.021, -0.074, 0.168], [-0.065, -0.012, 0.106], [-0.988, 0.152, -1.084], [-0.075, -0.079, -0.039], [-0.117, 0.108, 0.058], [-0.759, -0.050, -0.712], [0.962, 0.031, 0.957], [-0.405, 0.310, -0.240], [0.125, 0.096, 0.281], [0.147, 0.149, 0.105], [0.258, -0.208, 0.210], [-0.165, -0.339, -0.372], [-0.713, -0.700, -0.675], [-0.061, 0.467, 0.099], [-0.036, -0.143, 0.701], [0.084, -0.059, 0.054], [-0.004, -0.013, -0.049], [-0.074, 0.050, -0.037], [0.015, 0.041, 0.065]]
}

{
  "formula": "C5H10N2O",
  "method": "ωB97M-V/def2-TZVPD",
  "de_lowest_kj_mol": 1220.06,
  "e_lumo_ev": 0.50,
  "total_energy_ev": -10362.6602,
  "charge": 0,
  "max_force_ha_per_bohr": 0.1464,
  "e_homo_ev": -9.3,
  "elements": ["C", "C", "C", "C", "C", "H", "H", "H", "H", "H", "H", "H", "H", "H", "H", "N", "N", "O"],
  "positions_angstrom": [[0.6549, 1.9775, 0.1233], [0.9930, -0.3137, 0.3252], [1.6099, -1.5894, -0.5572], [-0.0422, -0.5147, 1.2376], [-1.2787, -0.5513, 0.9397], [-0.2635, 2.1308, 1.0186], [0.3463, 2.4259, -1.0234], [1.5480, 2.6334, 0.3303], [1.1405, -3.2402, -0.1369], [0.7866, -1.4189, -1.7498], [2.8694, -1.4260, -0.7797], [0.1832, -0.7658, 2.3610], [-1.8240, -0.6939, 1.6977], [-2.7918, -0.8912, -0.2561], [-0.3989, 0.8289, -1.1430], [1.4084, 0.7994, 0.0063], [-1.9852, 0.1089, -0.1944], [-1.1474, 0.0011, -1.4267]],
  "forces_ev_per_a": [[-0.286, 3.798, 0.661], [2.526, -3.509, -1.783], [-0.956, -0.329, -1.945], [1.708, -2.064, 3.903], [0.249, 3.522, -5.873], [2.535, -0.672, -2.800], [0.397, -1.445, 3.095], [-1.617, 0.630, 0.228], [1.361, 4.310, -0.765], [2.923, -0.706, 3.807], [-4.035, -0.792, 0.605], [-0.012, 0.243, -2.382], [-5.184, -1.233, 5.315], [2.582, 4.069, -0.756], [-3.294, -3.452, -1.716], [0.633, 0.171, -2.394], [-1.505, -6.096, 0.087], [1.975, 3.556, 2.714]]
}

{
  "formula": "C7H21N3O5PS",
  "method": "ωB97M-V/def2-TZVPD",
  "e_lumo_ev": -3.35,
  "total_energy_ev": -42425.9624,
  "charge": 1,
  "max_force_ha_per_bohr": 0.0103,
  "e_homo_ev": -12.6,
  "elements": ["N", "P", "O", "O", "S", "N", "C", "C", "C", "N", "H", "H", "H", "H", "H", "H", "H", "H", "H", "H", "H", "H", "H", "C", "C", "O", "C", "O", "O", "C", "H", "H", "H", "H", "H", "H", "H", "H"],
  "positions_angstrom": [[1.0198, -0.0178, 0.4795], [0.5340, 1.0417, -0.4863], [1.4462, 2.2338, -0.9680], [-0.8556, 1.7529, -0.2476], [0.0580, -0.1180, -2.2988], [1.3187, -1.1659, -2.5083], [0.2056, 1.0314, -3.6870], [1.6286, 1.3014, -4.1533], [1.6665, 2.5304, -5.0641], [3.0332, 2.7705, -5.4807], [1.9355, 0.0624, 0.9028], [1.0873, 3.1229, -0.8525], [-1.6847, 1.3175, -0.4736], [1.1826, -1.9968, -1.9413], [2.2344, -0.7653, -2.3309], [-0.4128, 0.5915, -4.4701], [-0.2895, 1.9395, -3.3281], [2.0126, 0.4436, -4.7056], [2.2925, 1.4748, -3.3005], [1.1874, 3.3754, -4.5450], [1.0732, 2.3295, -5.9597], [3.0890, 3.4430, -6.2334], [3.6113, 3.1093, -4.7219], [0.1548, -0.6865, 4.3929], [-0.9148, -0.8463, 3.3351], [-1.5216, -2.1508, 3.3719], [-2.4213, -2.3286, 4.3455], [-2.7942, -1.4847, 5.1186], [-2.8670, -3.5780, 4.2776], [-3.8486, -3.9143, 5.2704], [0.9130, -1.4637, 4.2908], [0.6379, 0.2858, 4.2801], [-0.2737, -0.7389, 5.3918], [-0.4862, -0.7854, 2.3367], [-1.6930, -0.0902, 3.4449], [-4.6837, -3.2187, 5.2303], [-3.4033, -3.8871, 6.2629], [-4.1719, -4.9203, 5.0250]],
  "forces_ev_per_a": [[0.261, 0.347, -0.300], [-0.201, -0.156, 0.182], [0.114, -0.097, 0.041], [0.126, 0.194, -0.303], [0.062, -0.025, -0.006], [-0.027, 0.021, 0.116], [-0.013, -0.008, -0.027], [0.046, -0.026, -0.011], [-0.021, -0.027, -0.019], [0.053, -0.022, 0.019], [-0.079, -0.214, 0.161], [-0.068, 0.136, -0.012], [-0.099, -0.190, 0.243], [-0.047, -0.037, -0.072], [-0.004, 0.017, -0.047], [0.025, 0.065, -0.030], [-0.019, -0.047, -0.010], [0.008, 0.013, 0.044], [-0.051, 0.041, -0.015], [0.042, 0.001, -0.015], [-0.023, 0.023, 0.045], [-0.022, -0.023, -0.012], [-0.029, 0.024, 0.000], [0.008, -0.042, -0.012], [-0.011, 0.024, -0.032], [0.069, -0.037, 0.078], [-0.202, 0.105, -0.176], [0.078, -0.037, 0.063], [0.054, -0.024, 0.044], [0.014, -0.001, -0.009], [0.003, 0.008, 0.000], [0.001, -0.001, 0.008], [-0.008, 0.008, -0.001], [-0.024, 0.003, 0.032], [-0.006, -0.012, 0.025], [-0.002, -0.008, -0.007], [-0.006, 0.003, -0.001], [-0.003, 0.000, 0.015]]
}

{
  "formula": "CH3O4S2",
  "method": "ωB97M-V/def2-TZVPD",
  "de_lowest_kj_mol": 212.03,
  "e_lumo_ev": 3.41,
  "total_energy_ev": -30945.7560,
  "charge": -1,
  "max_force_ha_per_bohr": 0.1304,
  "e_homo_ev": -5.2,
  "elements": ["C", "O", "O", "O", "O", "S", "S", "H", "H", "H"],
  "positions_angstrom": [[-0.0857, 0.7235, -1.0524], [0.7482, -2.2387, -0.0886], [0.7404, 1.9511, 1.1196], [0.1150, -1.3906, 2.3210], [-1.4747, -1.0488, 0.5501], [1.0453, 0.7319, 0.3251], [-0.0574, -1.1221, 0.8826], [0.4802, 0.6975, -2.0847], [-0.5830, 1.6691, -1.1167], [-0.9285, 0.0271, -0.8560]],
  "forces_ev_per_a": [[0.336, 0.389, -2.998], [-2.670, 4.722, 3.261], [-0.089, -0.259, 0.164], [0.624, 0.778, -1.261], [0.038, 0.511, -0.361], [-0.272, -0.298, -0.114], [2.254, -6.309, -0.305], [-1.072, -0.672, 2.052], [-0.010, 1.027, 0.486], [0.860, 0.112, -0.924]]
}

{
  "formula": "C5H10N2S",
  "method": "ωB97M-V/def2-TZVPD",
  "de_lowest_kj_mol": 514.79,
  "e_lumo_ev": 0.03,
  "total_energy_ev": -19157.5703,
  "charge": 0,
  "max_force_ha_per_bohr": 0.1091,
  "e_homo_ev": -8.5,
  "elements": ["C", "C", "C", "C", "C", "H", "H", "H", "H", "H", "H", "H", "H", "H", "H", "N", "N", "S"],
  "positions_angstrom": [[0.2934, 1.4388, -0.7353], [0.4190, 0.0009, -0.0619], [0.1825, 0.1942, 1.4147], [1.6536, -0.3854, -0.6903], [-0.6874, -0.9826, -0.1512], [0.6123, 1.7541, -1.9333], [-0.7852, 1.7835, -0.7407], [1.1224, 2.1008, -0.0315], [-0.7863, 0.3731, 1.9873], [0.8009, -0.7281, 1.7361], [0.7602, 1.1563, 1.7003], [1.8433, -0.4057, -1.8982], [-2.0787, 0.5858, 0.6687], [-2.7092, -0.6262, -0.8217], [-1.2679, -2.8740, -0.3257], [-1.9791, -0.4584, 0.0644], [-0.4333, -2.1830, -0.3363], [3.0394, -0.7441, 0.1545]],
  "forces_ev_per_a": [[1.074, 2.843, -1.139], [-2.924, 2.720, -1.880], [4.435, 1.201, 3.224], [4.799, -1.993, -0.951], [-2.028, 0.993, -1.793], [-0.586, -1.780, 3.343], [1.317, 0.023, 0.664], [-2.832, -1.440, -2.122], [1.044, -0.968, -1.587], [-1.216, 1.549, 0.852], [-0.425, -1.666, 0.017], [-1.425, 0.106, 3.132], [0.320, -4.224, -3.183], [2.710, 0.881, 3.420], [1.539, 1.859, 0.262], [-3.572, 2.705, -0.683], [-0.854, -3.253, -0.753], [-1.375, 0.446, -0.822]]
}